Below is a structure of composition C31H20N4RuS, with properties calculated with ωB97M-V with the def2-TZVPD basis set.

Computed properties:
<S²> = 0.762
Max |F| = 0.17 eV/A
HOMO-LUMO gap (alpha / beta) = 7.077 / 6.726 eV
Electronic energy = -1905.33063 Ha
Molar mass = 581.7 g mol⁻¹
E_HOMO (alpha / beta) = -10.18 / -10.61 eV

Geometry as ORCA input:
```
! RIJCOSX wB97M-V def2-TZVPD def2/J DEFGRID3
* xyz 1 2
Ru 0.02419 0.69936 1.30799
C 4.40444 0.47371 1.37258
C 3.05579 0.25053 1.68590
N 2.07112 0.81586 1.02056
C 2.36022 1.64840 -0.03140
C 3.68426 1.95453 -0.38150
C 4.71514 1.32609 0.35098
C 3.92089 2.88507 -1.42320
C 2.86128 3.47916 -2.04128
C 1.52817 3.15572 -1.70296
C 1.25432 2.21613 -0.73759
N 0.01153 1.76034 -0.28961
C -1.23019 1.90761 -0.91538
C -1.50591 2.33548 -2.19196
C -2.83821 2.41607 -2.65631
C -3.89401 2.06544 -1.86917
C -3.65170 1.56200 -0.56738
C -4.67520 1.11543 0.29762
C -4.35616 0.58998 1.51750
C -3.00479 0.48950 1.88170
N -2.02967 0.91185 1.10649
C -2.32871 1.46762 -0.11060
H 5.17168 -0.02031 1.95066
H 2.77107 -0.40051 2.50307
H 5.74688 1.53311 0.09561
H 4.93903 3.12732 -1.69679
H 3.03130 4.21735 -2.81336
H 0.73261 3.68680 -2.19940
H -0.71340 2.59293 -2.87516
H -3.01093 2.76877 -3.66420
H -4.91147 2.14249 -2.22835
H -5.70695 1.18661 -0.02327
H -5.11635 0.23490 2.19787
H -2.71239 0.04417 2.82463
S -0.08629 -2.78838 4.22558
C 0.07004 -1.37735 5.23253
C 0.14733 -1.29484 6.61886
C 0.27084 -0.04153 7.18582
C 0.31749 1.11092 6.39253
C 0.24030 1.03017 5.01742
C 0.11554 -0.23010 4.43612
N 0.02770 -0.49788 3.07835
C -0.07626 -1.77931 2.82931
C -0.16261 -2.18926 1.43891
C -0.27766 -3.51075 1.01269
C -0.35738 -3.78547 -0.33894
C -0.32110 -2.73926 -1.25518
C -0.20584 -1.41934 -0.83589
C -0.12305 -1.12579 0.52081
H 0.11142 -2.18278 7.23507
H 0.33235 0.05040 8.26140
H 0.41537 2.07763 6.86718
H 0.27649 1.91795 4.39757
H -0.30436 -4.31689 1.73713
H -0.44626 -4.80663 -0.68238
H -0.38198 -2.95515 -2.31438
H -0.17966 -0.62670 -1.57237
*
```